Below is a structure of composition C33H26MgN7OS2, with properties calculated with ωB97M-V/def2-TZVPD.

Results
- HOMO level: -0.1624 Ha
- Molar mass: 625.1 g mol⁻¹
- Orbital gap: 5.87 eV
- Energy relative to the best compared isomer or geometry (same formula, charge and spin): 0.000 eV

ORCA input file:
```
! wB97M-V def2-TZVPD RIJCOSX def2/J DEFGRID3
* xyz -1 1
Mg -1.79 -2.49 2.23
S -3.68 -4.08 1.80
C -4.38 -3.23 3.14
S -3.42 -2.10 4.04
C -5.71 -3.45 3.49
C -6.55 -4.34 2.75
N -7.25 -5.03 2.15
C -6.32 -2.78 4.59
N -6.82 -2.26 5.49
C 2.97 8.48 -4.88
O 2.42 7.28 -5.40
C 1.96 6.36 -4.50
C 1.42 5.19 -5.05
C 0.93 4.21 -4.23
C 0.95 4.36 -2.83
C 1.48 5.53 -2.31
C 1.98 6.53 -3.13
C 0.42 3.28 -2.00
N -0.19 2.21 -2.44
C -0.51 1.48 -1.33
C -0.08 2.11 -0.19
N 0.51 3.27 -0.63
C -0.27 1.60 1.13
C 0.10 2.22 2.33
C -0.19 1.60 3.52
C -0.83 0.36 3.50
N -1.16 -0.25 2.38
C -0.91 0.35 1.21
C -1.37 -0.34 0.01
N -1.99 -1.52 0.20
C -2.46 -2.17 -0.86
C -2.32 -1.68 -2.16
C -1.68 -0.49 -2.37
C -1.19 0.22 -1.26
H 3.27 9.06 -5.74
H 3.84 8.28 -4.25
H 2.22 9.04 -4.31
H 1.41 5.09 -6.12
H 0.52 3.30 -4.64
H 1.50 5.69 -1.24
H 2.39 7.43 -2.68
H 0.97 3.96 -0.06
H 0.59 3.18 2.32
H 0.07 2.06 4.46
H -1.08 -0.16 4.42
H -2.98 -3.10 -0.65
H -2.72 -2.25 -2.99
H -1.54 -0.07 -3.36
C 2.74 -4.37 -0.88
N 1.37 -3.92 -0.77
C 1.30 -2.48 -0.81
C 0.63 -4.50 0.37
C 1.05 -4.06 1.76
C 2.25 -4.57 2.27
C 2.72 -4.18 3.51
C 1.98 -3.28 4.26
C 0.77 -2.81 3.76
C 0.26 -3.17 2.50
H 3.13 -4.07 -1.86
H 2.77 -5.46 -0.82
H 3.41 -3.96 -0.11
H 1.81 -2.11 -1.70
H 1.75 -1.99 0.07
H 0.25 -2.17 -0.86
H 0.71 -5.58 0.27
H -0.43 -4.24 0.23
H 2.81 -5.31 1.70
H 3.65 -4.59 3.90
H 2.32 -2.97 5.24
H 0.20 -2.15 4.41
*
```

***

Below is a structure of composition C33H27ClCrFIN9O5, with properties calculated with ωB97M-V/def2-TZVPD.

Results
- HOMO level (spin up / spin down): -0.2800 / -0.2774 Ha
- Molar mass: 863.0 g mol⁻¹
- Orbital gap (spin up / spin down): 7.30 / 7.57 eV
- Energy relative to the best compared isomer or geometry (same formula, charge and spin): 1.054 eV

ORCA input file:
```
! wB97M-V def2-TZVPD RIJCOSX def2/J DEFGRID3
* xyz 0 2
Cr -0.39 -0.69 0.07
O -1.04 -1.75 -1.35
C -0.74 -2.77 -2.05
C -1.60 -3.23 -3.08
C -1.31 -4.35 -3.81
C -0.15 -5.08 -3.56
C 0.73 -4.64 -2.60
C 0.48 -3.50 -1.84
C 1.44 -3.00 -0.89
N 1.26 -2.06 0.04
C 2.47 -1.89 0.65
C 3.39 -2.73 0.11
N 2.73 -3.43 -0.86
H -2.49 -2.65 -3.28
H -1.98 -4.67 -4.60
H 0.06 -5.98 -4.13
H 1.63 -5.22 -2.43
H 2.63 -1.17 1.42
H 4.43 -2.87 0.32
H 3.15 -4.10 -1.47
N -3.16 2.47 -0.79
C -3.40 1.55 -1.76
C -2.61 0.49 -1.46
N -1.88 0.74 -0.34
C -2.24 1.95 0.07
C -1.95 2.65 1.29
N -1.09 2.34 2.23
C -1.22 3.27 3.21
C -2.19 4.17 2.86
N -2.64 3.78 1.64
H -3.53 3.41 -0.78
H -4.09 1.72 -2.56
H -2.50 -0.44 -1.98
H -0.62 3.23 4.09
H -2.58 5.04 3.36
H -3.38 4.23 1.13
Cl -1.50 -0.83 4.41
C -2.71 -0.21 3.35
C -3.56 0.73 3.90
C -4.61 1.23 3.15
C -4.83 0.72 1.88
C -3.98 -0.23 1.35
C -2.85 -0.70 2.04
C -1.91 -1.62 1.40
H -3.41 1.06 4.91
H -5.27 1.98 3.57
H -5.68 1.05 1.31
H -4.18 -0.63 0.37
H -2.46 -2.29 0.74
H -1.40 -2.23 2.15
I 2.15 -1.18 5.30
C 1.71 0.03 3.63
C 2.31 1.26 3.47
C 1.99 1.97 2.32
C 1.10 1.43 1.41
N 0.54 0.22 1.55
C 0.85 -0.46 2.67
H 3.03 1.64 4.19
H 2.43 2.94 2.13
H 0.86 1.96 0.50
H 0.44 -1.45 2.75
F 4.79 -1.71 -2.44
C 4.55 -0.38 -2.38
C 3.35 0.10 -2.77
N 3.05 1.43 -2.73
C 1.73 1.86 -3.10
C 0.61 1.01 -2.38
O -0.49 1.00 -2.91
O 0.98 0.45 -1.33
C 3.95 2.35 -2.22
O 3.70 3.52 -2.10
N 5.18 1.82 -1.88
C 5.60 0.50 -1.90
O 6.72 0.19 -1.54
H 2.57 -0.55 -3.12
H 1.58 1.79 -4.18
H 1.62 2.90 -2.80
H 5.86 2.50 -1.55
*
```

***

Below is a structure of composition C33H27CsF9N4SSb2Te, with properties calculated with ωB97M-V/def2-TZVPD.

Results
- HOMO level (spin up / spin down): -0.2983 / -0.3109 Ha
- Molar mass: 1186.7 g mol⁻¹
- Orbital gap (spin up / spin down): 7.74 / 6.22 eV
- Energy relative to the best compared isomer or geometry (same formula, charge and spin): 0.224 eV

ORCA input file:
```
! wB97M-V def2-TZVPD RIJCOSX def2/J DEFGRID3
* xyz 0 2
Cs -0.59 -0.25 -0.27
N 1.81 -0.75 4.54
C 1.76 -0.76 3.15
S 2.02 0.76 2.35
N 1.58 -1.91 2.61
N 1.34 -1.93 1.24
C 2.11 -2.75 0.63
C 2.00 -3.07 -0.79
C 2.80 -4.10 -1.29
C 2.70 -4.45 -2.63
C 1.82 -3.75 -3.43
C 1.09 -2.72 -2.86
N 1.16 -2.38 -1.58
H 2.47 -0.10 4.93
H 1.87 -1.69 4.93
H 2.92 -3.25 1.15
H 3.47 -4.63 -0.63
H 3.30 -5.25 -3.03
H 1.70 -3.97 -4.48
H 0.41 -2.14 -3.47
F 0.28 -3.84 -8.34
C -0.10 -2.91 -7.44
C 0.43 -1.64 -7.51
C 0.03 -0.70 -6.58
C -0.89 -1.02 -5.59
C -1.41 -2.31 -5.55
C -1.02 -3.27 -6.47
Sb -1.54 0.39 -4.10
C -3.16 1.17 -5.25
C -3.57 2.49 -5.05
C -4.65 3.01 -5.73
C -5.33 2.20 -6.62
F -6.39 2.69 -7.28
C -4.96 0.88 -6.84
C -3.87 0.38 -6.14
C -0.12 1.91 -4.54
C 1.02 2.00 -3.75
C 1.98 2.97 -3.98
C 1.78 3.86 -5.02
F 2.70 4.82 -5.25
C 0.66 3.80 -5.83
C -0.28 2.82 -5.58
H 1.15 -1.40 -8.29
H 0.45 0.30 -6.62
H -2.12 -2.59 -4.78
H -1.42 -4.27 -6.45
H -3.04 3.12 -4.34
H -4.98 4.03 -5.58
H -5.52 0.28 -7.54
H -3.57 -0.65 -6.33
H 1.17 1.32 -2.92
H 2.87 3.06 -3.36
H 0.54 4.52 -6.63
H -1.16 2.77 -6.21
C -1.38 3.99 3.55
Te -0.48 2.21 2.75
C -0.85 1.37 4.68
C -1.36 2.49 5.56
C -1.60 2.27 6.91
C -2.06 3.29 7.72
C -2.28 4.55 7.18
C -2.05 4.78 5.84
C -1.59 3.75 5.01
H -2.31 4.10 2.99
H -0.76 4.86 3.34
H 0.07 0.92 5.06
H -1.59 0.57 4.58
H -1.42 1.28 7.33
H -2.24 3.11 8.77
H -2.63 5.36 7.81
H -2.22 5.76 5.41
F -0.89 2.13 -0.96
Sb -2.33 3.41 -0.88
F -3.35 2.26 -2.01
F -1.61 4.21 -2.43
F -3.70 4.68 -0.73
F -1.26 4.42 0.33
F -2.93 2.37 0.61
*
```

***

Below is a structure of composition C33H27HfN8S4, with properties calculated with ωB97M-V/def2-TZVPD.

Results
- HOMO level: -0.3790 Ha
- Molar mass: 842.4 g mol⁻¹
- Orbital gap: 7.52 eV
- Energy relative to the best compared isomer or geometry (same formula, charge and spin): 0.000 eV

ORCA input file:
```
! wB97M-V def2-TZVPD RIJCOSX def2/J DEFGRID3
* xyz 1 1
Hf 0.75 -0.16 -1.14
C 3.39 3.88 4.56
C 3.07 2.89 3.47
C 3.82 1.74 3.28
C 3.52 0.86 2.27
C 2.44 1.04 1.39
N 2.21 0.14 0.34
C 2.83 -1.13 0.49
C 4.16 -1.35 0.13
C 4.74 -2.60 0.26
C 4.01 -3.68 0.75
C 4.62 -5.05 0.80
C 2.69 -3.48 1.11
C 2.12 -2.22 1.00
N 0.76 -2.04 1.40
C 0.14 -2.57 2.47
C -1.15 -2.08 2.49
C -1.23 -1.25 1.37
N -0.08 -1.23 0.72
C 1.64 2.17 1.64
C 1.98 3.08 2.64
N 0.41 2.43 0.93
C -0.46 3.42 1.20
C -1.55 3.29 0.38
C -1.27 2.18 -0.40
N -0.09 1.65 -0.07
H 4.47 3.94 4.72
H 2.93 3.58 5.50
H 3.03 4.88 4.31
H 4.68 1.54 3.91
H 4.14 -0.01 2.15
H 4.73 -0.51 -0.26
H 5.77 -2.74 -0.03
H 5.64 -5.01 1.18
H 4.67 -5.49 -0.20
H 4.05 -5.73 1.43
H 2.08 -4.31 1.46
H 0.66 -3.22 3.15
H -1.92 -2.30 3.21
H -2.06 -0.65 1.02
H 1.39 3.97 2.79
H -0.27 4.15 1.96
H -2.42 3.93 0.34
H -1.86 1.73 -1.18
S -0.15 1.03 -3.24
C -1.31 -0.29 -3.12
C -2.06 -0.75 -4.20
C -2.92 -1.80 -3.98
C -3.00 -2.39 -2.71
C -2.21 -1.90 -1.71
N -1.38 -0.85 -1.90
H -1.95 -0.28 -5.16
H -3.52 -2.19 -4.80
H -3.66 -3.22 -2.52
H -2.21 -2.33 -0.72
S 6.49 -1.06 -3.65
C 4.91 -1.13 -3.25
S 4.04 -2.66 -3.13
C 2.63 -1.80 -2.66
N 2.76 -0.52 -2.60
N 4.03 -0.11 -2.95
C 4.20 1.27 -3.26
C 5.35 1.93 -2.86
C 5.50 3.27 -3.19
C 4.51 3.93 -3.90
C 3.36 3.26 -4.28
C 3.20 1.92 -3.97
S 1.13 -2.53 -2.17
H 6.10 1.41 -2.29
H 6.40 3.79 -2.89
H 4.64 4.98 -4.16
H 2.59 3.77 -4.84
H 2.32 1.38 -4.30
*
```

***

> Which value of molar mass does entry 1 give?

625.1 g mol⁻¹

***

> Which value of molar mass does entry 4 give?

842.4 g mol⁻¹